Computed, not measured: a structure of composition C48H34I2N9OS4V at a distorted geometry, with wB97M-V/def2-TZVPD.

Each line ends with the Löwdin charge.
Atoms and positions in Å:
V 1.417 -1.342 -1.619  0.6861
N 0.211 0.236 -1.966  -0.3007
S -1.204 0.467 -1.730  0.8156
N -1.860 0.240 -0.200  -0.3453
S -1.383 0.980 1.062  0.8864
N 0.105 1.039 1.502  -0.3386
S 1.104 -0.279 1.423  0.8290
N 1.193 -1.100 0.227  -0.3566
C 2.612 0.475 1.995  -0.3123
C 2.609 1.643 2.745  -0.0840
C 3.822 2.207 3.104  -0.0593
C 5.011 1.613 2.706  -0.0581
C 4.997 0.444 1.956  -0.0494
C 3.792 -0.135 1.599  -0.0644
C 0.529 -1.296 2.787  -0.2950
C 0.691 -0.925 4.112  -0.0671
C 0.186 -1.750 5.104  -0.0726
C -0.480 -2.919 4.765  -0.0709
C -0.627 -3.283 3.432  -0.0566
C -0.112 -2.473 2.432  -0.0603
C -1.860 2.690 1.117  -0.3036
C -0.905 3.687 1.204  -0.0767
C -1.327 5.007 1.257  -0.0528
C -2.681 5.306 1.241  -0.0620
C -3.627 4.290 1.151  -0.0684
C -3.220 2.972 1.083  -0.0700
C -2.408 0.277 2.338  -0.3081
C -3.376 -0.668 2.037  -0.0503
C -4.165 -1.170 3.059  -0.0544
C -3.986 -0.724 4.361  -0.0607
C -3.016 0.229 4.647  -0.0596
C -2.223 0.737 3.634  -0.0630
C -2.440 -0.417 -2.682  -0.3244
C -3.433 -1.189 -2.106  -0.0933
C -4.381 -1.783 -2.926  -0.0875
C -4.322 -1.603 -4.298  -0.0713
C -3.304 -0.847 -4.865  -0.0558
C -2.354 -0.249 -4.056  -0.0533
C -1.644 2.170 -2.085  -0.3104
C -2.969 2.557 -2.222  -0.0736
C -3.252 3.891 -2.460  -0.0732
C -2.217 4.817 -2.537  -0.0699
C -0.896 4.411 -2.411  -0.0595
C -0.603 3.073 -2.197  -0.0668
H 1.674 2.119 3.007  0.1021
H 3.839 3.119 3.686  0.1099
H 5.956 2.068 2.973  0.1087
H 5.926 -0.009 1.638  0.1133
H 3.751 -1.024 0.984  0.0919
H 1.215 -0.011 4.362  0.1087
H 0.308 -1.477 6.145  0.1090
H -0.882 -3.556 5.542  0.1069
H -1.144 -4.196 3.168  0.1125
H -0.191 -2.729 1.381  0.1092
H 0.151 3.448 1.191  0.0482
H -0.585 5.792 1.301  0.1121
H -3.007 6.337 1.292  0.1081
H -4.683 4.526 1.130  0.1099
H -3.938 2.163 1.005  0.1223
H -3.498 -0.994 1.015  0.0901
H -4.925 -1.907 2.835  0.1124
H -4.605 -1.119 5.155  0.1095
H -2.879 0.578 5.662  0.1126
H -1.466 1.487 3.833  0.1236
H -3.444 -1.334 -1.037  0.0828
H -5.153 -2.402 -2.490  0.1091
H -5.060 -2.074 -4.933  0.1076
H -3.249 -0.724 -5.938  0.1102
H -1.542 0.335 -4.475  0.1275
H -3.759 1.819 -2.151  0.1187
H -4.279 4.208 -2.583  0.1079
H -2.447 5.863 -2.698  0.1063
H -0.089 5.128 -2.467  0.1094
H 0.413 2.713 -2.113  0.0866
I 2.698 -1.872 -6.500  0.8933
C 3.543 -2.709 -4.779  -0.6292
C 4.685 -3.512 -4.849  -0.2193
C 5.221 -4.072 -3.717  -0.6594
I 6.955 -5.251 -3.898  0.8772
C 4.621 -3.882 -2.452  -0.2064
C 5.027 -4.453 -1.227  -0.0318
C 4.290 -4.208 -0.098  -0.0359
C 3.165 -3.377 -0.156  -0.1076
N 2.777 -2.795 -1.272  0.0137
C 3.479 -3.050 -2.406  -0.1271
C 2.921 -2.425 -3.570  -0.4217
O 1.887 -1.666 -3.409  -0.2173
H 5.146 -3.686 -5.811  0.0795
H 5.900 -5.090 -1.191  0.0635
H 4.561 -4.662 0.846  0.1072
H 2.569 -3.172 0.725  0.1038
S -1.874 -4.379 -2.640  0.5743
C -0.800 -3.328 -2.096  -0.9037
N -0.015 -2.553 -1.683  -0.0486
N 2.982 -0.021 -1.531  0.0918
C 2.964 1.091 -1.157  -0.3251
N 3.077 2.283 -0.746  0.1240
C 2.245 3.220 -0.422  -0.3681
N 1.566 4.111 -0.103  0.1290

Summary:
Kohn-Sham gap (alpha / beta) = 6.5 / 6.7 eV
Net charge = 0
2S+1 = 3
Max |F| = 0.0620 hartree/bohr